No. 1
Computed, not measured: a cluster of 2 separate species, C4H7NO2 in total, with ωB97M-V with the def2-TZVPD basis set.

Summary:
Energy above the lowest of the compared OMol25 structures with the same formula, charge and spin   108.9 kcal per mole
HOMO energy   -0.32650 hartree

Last column: Mulliken charge in e.
CARTESIAN COORDINATES (ANGSTROEM)
H: -1.20150 -0.89587 1.81066  0.34
N: 1.65259 0.63297 1.89667  -0.55
O: -1.41743 -0.67695 -2.36800  -0.44
C: -0.50215 -0.57311 1.05469  -0.20
C: 0.72549 0.11478 1.00805  0.48
H: -2.39557 0.88266 -1.52480  0.23
H: 1.21894 1.23084 2.59147  0.27
O: -0.47863 0.75851 0.47058  -0.51
H: -0.65363 1.18557 -2.12990  0.23
H: 1.12457 -2.00571 0.62662  0.23
C: -1.48504 0.47027 -1.99940  -0.04
H: 2.39632 1.13704 1.42803  0.26
H: 0.51074 -1.10701 -0.87353  0.16
C: 0.60009 -1.14618 0.21057  -0.48

Atomic forces in eV per Å
0.11 0.06 -0.13
-0.07 0.20 -0.10
-0.05 0.49 0.16
-0.12 -0.18 0.22
0.12 -0.15 0.13
0.09 -0.09 -0.03
0.05 -0.10 -0.01
0.00 0.16 -0.09
-0.06 -0.11 -0.04
-0.08 0.12 -0.03
-0.03 -0.25 -0.17
-0.07 -0.03 0.04
0.02 -0.01 0.20
0.10 -0.11 -0.15



No. 2
Computed, not measured: the molecule C4H7NO2, with ωB97M-V with the def2-TZVPD basis set.

Summary:
Energy above the lowest of the compared OMol25 structures with the same formula, charge and spin   26.2 kcal per mole
HOMO energy   -0.36099 hartree

Last column: Mulliken charge in e.
CARTESIAN COORDINATES (ANGSTROEM)
C: -1.46896 -0.56797 0.63803  -1.34
C: 0.02538 -0.67499 -1.48616  -0.60
C: -0.25019 -0.15874 -0.14501  1.28
H: -1.20124 -1.36820 1.33206  0.31
H: -2.25783 -0.90933 -0.03781  0.39
H: 1.05138 2.04826 -0.20990  0.22
H: -1.84607 0.28488 1.21482  0.30
N: 1.46888 1.43499 0.47084  -0.34
O: 1.37231 -0.56332 1.55231  -0.61
H: 2.25397 1.74322 1.02497  0.24
H: 1.05415 -0.73862 -1.84181  0.27
H: -0.66901 -1.38902 -1.92917  0.27
O: -0.47877 0.64746 -1.29614  -0.53
C: 0.94601 0.21136 0.71299  0.14

Atomic forces in eV per Å
-0.02 -0.04 0.00
0.09 -0.24 -0.10
-0.01 -0.14 0.22
-0.07 0.10 -0.07
0.12 0.04 0.09
0.04 -0.12 0.01
0.06 -0.15 -0.08
0.09 0.05 0.05
-0.15 0.26 -0.22
-0.14 -0.06 -0.11
-0.17 0.06 0.07
0.06 0.18 0.06
0.03 0.18 -0.04
0.06 -0.11 0.13



No. 3
Computed, not measured: a structure of composition C4H7NO2, with ωB97M-V with the def2-TZVPD basis set.

Summary:
Energy above the lowest of the compared OMol25 structures with the same formula, charge and spin   129.1 kcal per mole
HOMO energy   -0.32375 hartree

Last column: Mulliken charge in e.
CARTESIAN COORDINATES (ANGSTROEM)
C: 1.08138 -0.01064 -0.64138  -1.34
H: -0.72188 -1.43340 -1.39727  0.45
C: -0.60287 -0.87264 -0.44827  0.03
H: 1.85370 -0.63189 -0.18310  0.34
O: -0.55198 -1.51097 0.64594  -0.62
H: 1.03336 -0.28753 -1.70457  0.44
H: -2.49390 0.19375 -0.24092  0.30
O: -0.93646 1.06052 0.76087  -0.31
H: 1.37090 1.04811 -0.64379  0.40
C: -1.43767 0.41762 -0.41208  -0.34
N: 0.87891 0.53746 2.12699  -0.60
C: 0.14409 0.45574 1.16187  0.69
H: -1.30797 1.08185 -1.27043  0.29
H: 1.69039 -0.04798 2.24614  0.28

Atomic forces in eV per Å
0.21 -0.02 -0.09
0.07 0.10 0.16
-0.19 0.04 -0.18
-0.14 0.10 -0.05
0.03 0.05 0.02
-0.05 0.02 0.11
0.13 -0.01 -0.04
0.20 -0.07 0.16
-0.09 -0.14 0.04
-0.04 -0.09 -0.18
-0.36 -0.13 -0.50
0.26 0.24 0.47
0.00 -0.11 0.10
-0.03 0.02 -0.02



No. 4
Computed, not measured: a cluster of 2 separate species, C4H7NO2 in total at a distorted geometry, with ωB97M-V with the def2-TZVPD basis set.

Summary:
Energy above the lowest of the compared OMol25 structures with the same formula, charge and spin   115.1 kcal per mole
HOMO energy   -0.37863 hartree

Last column: Mulliken charge in e.
CARTESIAN COORDINATES (ANGSTROEM)
N: 2.18764 -0.42677 0.53882  -0.23
C: -2.49726 1.13462 -0.19186  -0.44
H: -3.00180 1.23637 -1.21536  0.19
C: 1.24935 -1.38064 0.75303  0.83
H: 0.87969 0.86652 -0.64149  0.22
H: -2.18307 -0.07846 1.41501  0.30
C: 1.91249 0.57474 -0.51121  -0.60
H: -2.21104 2.16069 0.16654  0.25
C: -2.40972 -0.04535 0.39840  -0.54
O: 0.79087 -2.40488 0.42870  -0.45
O: 1.25063 -0.39384 1.63675  -0.33
H: 2.23336 0.05497 -1.43845  0.32
H: 2.43449 1.47372 -0.12893  0.23
H: -3.02728 -0.86720 0.01545  0.24

Atomic forces in eV per Å
1.90 0.26 -2.54
-0.79 1.65 -2.19
0.82 -0.40 1.43
0.65 0.34 -0.05
-0.61 -0.35 0.24
0.99 -0.36 1.49
0.54 -0.11 0.61
0.13 -1.47 0.14
-1.95 0.52 -0.72
-0.76 -0.71 0.02
-2.29 0.03 2.40
0.34 0.97 0.46
0.17 -0.44 -1.13
0.85 0.06 -0.15



No. 5
Computed, not measured: the molecule C4H7NO2, with ωB97M-V with the def2-TZVPD basis set.

Summary:
Energy above the lowest of the compared OMol25 structures with the same formula, charge and spin   79.0 kcal per mole
HOMO energy   -0.32931 hartree

Last column: Mulliken charge in e.
CARTESIAN COORDINATES (ANGSTROEM)
C: 0.95495 1.07852 0.44890  -0.02
C: 0.85915 0.29202 1.73127  -1.20
O: -0.09503 -0.62258 -0.84024  -0.23
O: 1.93011 0.57271 -0.50933  -0.47
H: 1.80642 0.46334 2.25083  0.31
H: 0.93489 2.15607 0.54501  0.39
N: -2.05182 -1.47916 -1.22736  -0.09
C: 0.59480 0.59469 -0.85967  0.22
H: -1.89473 -2.22275 -0.55269  0.20
C: -1.22342 -0.49661 -1.55342  -0.54
H: 0.05016 0.65060 2.38062  0.32
H: -2.92640 -1.48185 -1.71744  0.28
H: 0.32313 1.27931 -1.66669  0.55
H: 0.73779 -0.78432 1.57021  0.29

Atomic forces in eV per Å
0.21 0.37 0.34
0.09 0.08 -0.02
-0.19 -0.09 -0.69
0.14 -0.13 0.20
-0.13 -0.15 0.14
0.37 0.18 0.21
-0.08 0.02 -0.29
-0.21 0.28 0.23
0.25 0.17 -0.03
-0.37 -0.40 0.17
0.13 -0.01 -0.25
-0.09 -0.13 0.01
-0.15 -0.50 0.10
0.03 0.30 -0.11



No. 6
Computed, not measured: the molecule C4H7NO2S at a distorted geometry, with ωB97M-V with the def2-TZVPD basis set.

Summary:
Energy above the lowest of the compared OMol25 structures with the same formula, charge and spin   90.1 kcal per mole
HOMO energy   -0.31048 hartree

Last column: Mulliken charge in e.
CARTESIAN COORDINATES (ANGSTROEM)
H: -2.18385 0.66730 -0.20927  0.26
H: 2.42109 1.66744 -1.62979  0.35
C: 1.31839 1.74475 -1.40131  -1.20
H: 1.33788 2.45873 -0.40051  0.25
N: -1.32065 0.16960 -0.36375  0.00
S: -0.97074 -0.23268 2.21629  -0.35
C: 0.93303 -0.35472 -0.03844  -0.07
C: 0.72372 0.29962 -1.40209  0.16
H: 0.71771 2.21767 -2.25924  0.31
H: 1.20228 -0.30003 -2.18337  0.38
C: -0.49989 -0.13889 0.63930  0.07
H: 0.67444 -2.17488 -0.81247  0.36
O: 1.18941 -1.74465 0.02865  -0.56
H: 1.65536 0.19608 0.57115  0.38
O: -0.67689 0.30701 -1.62561  -0.35

Atomic forces in eV per Å
-0.07 0.07 -0.48
-1.20 0.12 -0.17
0.09 1.30 0.11
-0.79 -2.20 -2.37
1.04 -0.22 -0.08
0.39 -0.03 -0.50
-1.75 -0.26 1.50
1.10 0.73 1.67
1.34 -0.02 1.33
-0.25 0.23 -0.08
0.65 0.48 -0.19
1.83 1.38 3.16
-1.41 -1.14 -3.66
0.09 -0.44 -0.16
-1.06 0.02 -0.08



No. 7
Computed, not measured: a cluster of 2 separate species, C4H7NO2S in total at a distorted geometry, with ωB97M-V with the def2-TZVPD basis set.

Summary:
Energy above the lowest of the compared OMol25 structures with the same formula, charge and spin   83.8 kcal per mole
HOMO energy   -0.31148 hartree

Last column: Mulliken charge in e.
CARTESIAN COORDINATES (ANGSTROEM)
C: 1.99497 1.13314 0.34500  -1.08
C: 0.55058 0.79213 0.52047  0.17
O: -4.37818 0.93626 -0.30106  -0.60
N: -0.03905 -0.23876 0.10657  -0.30
H: 2.12886 1.54923 -0.65381  0.27
O: -2.65581 -1.87555 0.42960  -0.33
H: 2.61761 0.24391 0.42280  0.31
H: 2.32930 1.87195 1.06661  0.32
H: -0.06778 1.51802 1.03821  0.40
S: -2.89789 0.81541 -0.19868  0.22
C: -2.64885 -0.74128 0.18782  0.67
H: 0.97147 -0.94982 -1.58088  0.36
H: 1.51521 -1.65063 -0.05668  0.36
C: 0.63940 -1.28955 -0.59806  -1.02
H: -0.05982 -2.11445 -0.72791  0.25

Atomic forces in eV per Å
0.03 -0.18 -0.05
0.22 0.18 0.12
-0.60 0.37 -0.08
-1.02 0.15 0.18
0.11 0.05 -0.09
-0.09 1.22 -0.25
0.10 0.00 -0.02
-0.03 0.04 0.06
-0.10 0.14 0.06
0.23 0.62 -0.17
0.80 -2.27 0.50
-0.01 -0.02 -0.08
0.06 -0.07 0.04
0.16 -0.17 -0.13
0.13 -0.06 -0.07



No. 8
Computed, not measured: the molecule C4H7NO2S, with ωB97M-V with the def2-TZVPD basis set.

Summary:
Energy above the lowest of the compared OMol25 structures with the same formula, charge and spin   66.2 kcal per mole
HOMO energy   -0.33358 hartree

Last column: Mulliken charge in e.
CARTESIAN COORDINATES (ANGSTROEM)
H: -3.53404 0.17565 0.43689  0.33
H: 1.36935 1.98188 0.42198  0.39
N: -0.72822 -1.33999 0.12251  -0.30
O: 1.95452 -1.22773 -0.38506  -0.57
C: 1.80433 0.98233 0.56184  -1.23
O: -2.08946 -1.29113 0.40312  -0.24
H: 1.44385 -1.83354 0.14367  0.37
H: 1.37678 0.42505 -1.44133  0.29
C: -2.68294 -0.11855 -0.16572  -0.34
S: -1.36613 1.13766 -0.20619  -0.13
C: -0.24608 -0.21859 -0.21591  0.31
H: 2.88940 0.98933 0.39396  0.33
C: 1.24634 -0.01478 -0.45615  0.24
H: -3.04279 -0.30218 -1.18410  0.26
H: 1.60508 0.65459 1.57050  0.29

Atomic forces in eV per Å
0.09 0.08 0.29
0.25 -0.19 0.02
0.29 -0.21 -0.23
0.22 0.42 -0.51
0.20 0.11 -0.54
-0.21 0.44 -0.08
-0.36 -0.52 0.33
0.01 -0.18 -0.30
0.12 -0.14 -0.22
-0.22 0.00 -0.01
0.29 0.16 0.05
-0.29 0.29 0.16
-0.56 0.07 0.67
0.22 -0.18 0.02
-0.06 -0.15 0.35